{
  "formula": "C20H17ClI2MnN3O6",
  "method": "ωB97M-V/def2-TZVPD",
  "symbols": ["Mn", "O", "C", "C", "N", "C", "C", "O", "O", "C", "C", "O", "O", "H", "H", "H", "H", "H", "H", "H", "H", "H", "I", "C", "C", "C", "I", "C", "C", "C", "C", "N", "C", "C", "O", "H", "H", "H", "H", "Cl", "C", "C", "C", "C", "N", "C", "H", "H", "H", "H"],
  "xyz": [[0.09218, -0.15081, 0.44860], [-1.10728, -0.21604, 2.39865], [-0.23267, -0.51798, 3.50767], [1.08464, 0.15827, 3.25172], [1.68906, -0.28238, 1.95915], [2.10210, -1.69627, 1.99992], [0.94066, -2.56590, 1.60291], [0.75467, -3.70896, 1.79903], [0.02224, -1.80670, 0.87780], [2.76493, 0.65075, 1.57772], [2.16398, 1.71281, 0.70170], [2.50242, 2.83109, 0.54318], [1.11662, 1.17791, -0.02553], [-1.75653, 0.43543, 2.68234], [-0.15845, -1.60138, 3.59060], [-0.65774, -0.15680, 4.44267], [1.78648, -0.04513, 4.06515], [0.93990, 1.23816, 3.18994], [2.45634, -1.99687, 2.98681], [2.90366, -1.87035, 1.28116], [3.53758, 0.13502, 1.00649], [3.23054, 1.11355, 2.44695], [-1.79985, 5.01700, 1.55539], [-2.45357, 3.63529, 0.25534], [-3.47276, 3.87807, -0.62090], [-3.90490, 2.89925, -1.54518], [-5.42595, 3.40407, -2.73583], [-3.26189, 1.57657, -1.64811], [-3.65842, 0.58487, -2.55012], [-2.98238, -0.61774, -2.55920], [-1.91476, -0.80041, -1.69494], [-1.52037, 0.14156, -0.82497], [-2.20124, 1.29613, -0.79884], [-1.78549, 2.28160, 0.24684], [-0.95404, 1.95374, 1.05604], [-3.96757, 4.84042, -0.61339], [-4.48337, 0.75093, -3.23066], [-3.26672, -1.41440, -3.23278], [-1.35996, -1.72463, -1.69419], [1.44586, -4.71454, -2.65967], [1.73396, -3.04969, -2.41241], [2.69823, -2.36556, -3.13720], [2.85089, -1.01425, -2.89463], [2.06995, -0.39065, -1.93742], [1.15962, -1.06169, -1.20789], [0.99099, -2.37573, -1.46203], [3.30059, -2.88175, -3.87365], [3.57176, -0.43021, -3.44982], [2.15276, 0.66875, -1.78018], [0.26330, -2.92441, -0.88422]],
  "forces_ev_per_a": [[1.0, -0.3, 0.5], [0.1, 0.1, -0.2], [-0.1, -0.1, 0.0], [0.1, 0.0, 0.1], [-0.4, 0.0, -0.4], [0.2, 0.1, 0.1], [-0.4, 0.2, -0.2], [0.1, -0.1, 0.0], [-0.3, -0.7, 0.3], [0.1, -0.1, 0.2], [-0.2, 0.1, -0.4], [0.0, 0.0, 0.1], [0.0, 0.6, 0.2], [0.0, 0.1, 0.0], [0.0, 0.0, 0.0], [-0.1, 0.0, 0.0], [0.0, 0.0, 0.0], [0.0, 0.0, 0.0], [0.1, 0.0, 0.0], [0.0, 0.0, 0.0], [0.0, 0.0, 0.0], [0.1, -0.1, 0.0], [0.1, 0.1, 0.2], [0.2, -0.3, -0.1], [-0.1, -0.2, -0.1], [0.2, 0.0, 0.2], [-0.3, 0.1, -0.2], [-0.1, 0.2, 0.0], [0.0, 0.0, 0.0], [0.0, 0.0, 0.0], [0.0, 0.1, 0.1], [0.0, -0.1, 0.0], [0.1, 0.2, 0.1], [-0.3, 0.2, -0.3], [-0.1, 0.2, 0.2], [0.0, 0.0, 0.0], [0.0, 0.0, 0.0], [0.0, 0.0, 0.0], [0.0, 0.0, 0.0], [0.0, 0.0, 0.0], [0.0, -0.1, 0.0], [0.1, 0.0, -0.1], [0.0, 0.0, 0.0], [-0.2, -0.1, -0.1], [0.0, 0.0, 0.0], [0.1, 0.1, 0.0], [0.0, 0.0, 0.0], [0.0, 0.0, 0.0], [0.0, 0.1, 0.0], [0.0, 0.0, 0.0]],
  "largest_force_ev_per_a": 1.12,
  "molar_mass_g_mol": 739.57,
  "lumo_energy_ev": [-12.5, -12.5],
  "spin_multiplicity": 2,
  "homo_lumo_gap_ev": [5.0, 5.0],
  "total_energy_ev": -97785.3214,
  "total_charge": 3,
  "s_squared": 0.830
}

=====

{
  "formula": "C20H17ClN3O4S2Zn",
  "method": "ωB97M-V/def2-TZVPD",
  "symbols": ["Zn", "O", "C", "C", "C", "C", "C", "C", "N", "H", "H", "H", "H", "H", "H", "H", "S", "C", "N", "C", "C", "C", "C", "C", "C", "S", "H", "H", "H", "H", "Cl", "C", "C", "C", "C", "C", "C", "C", "H", "H", "H", "H", "H", "H", "O", "N", "O", "O"],
  "xyz": [[-1.53070, 0.91803, -0.83065], [-2.66006, -0.82625, -0.11924], [-1.66860, -1.85426, -0.05073], [-0.40414, -1.34639, 0.63523], [0.27159, -2.41512, 1.33708], [1.35096, -1.84600, 1.98874], [1.91321, 0.16975, 1.36111], [0.96481, 1.00591, 0.78616], [-0.17232, 0.00831, 0.33703], [-3.39818, -1.11747, -0.66607], [-1.40522, -2.19842, -1.05966], [-2.05178, -2.69575, 0.52779], [-0.06892, -3.43357, 1.30920], [2.97229, -1.65105, 2.97935], [3.39465, -0.85672, 1.93344], [1.23847, 1.63528, -0.05402], [-3.60697, 1.32765, -2.37855], [-2.32327, 0.74970, -3.32473], [-1.24761, 0.22478, -2.77012], [-0.30959, -0.18015, -3.69426], [0.90983, -0.79019, -3.40910], [1.74205, -1.13728, -4.45860], [1.37869, -0.88360, -5.78188], [0.15717, -0.30034, -6.08004], [-0.68128, 0.04167, -5.02874], [-2.27050, 0.76494, -5.07916], [1.18300, -0.97355, -2.37682], [2.69084, -1.61336, -4.24742], [2.05263, -1.14864, -6.58630], [-0.14135, -0.10588, -7.10192], [2.16666, -0.77444, 2.35922], [2.02799, -0.12522, 3.58808], [1.43353, 0.73145, 4.58337], [0.67531, -0.26909, 5.39973], [-0.52289, -0.51023, 4.83010], [-0.73395, 0.33246, 3.67895], [0.32104, 1.15901, 3.46559], [0.55023, 1.92928, 2.11509], [2.06940, 1.47370, 5.05710], [1.12671, -0.77576, 6.23878], [-1.23109, -1.25502, 5.16577], [-1.61494, 0.29431, 3.05434], [-0.38797, 2.43011, 1.87818], [1.35698, 2.65555, 2.21940], [-1.37430, 4.53780, -0.26854], [-1.38262, 3.33790, -0.43340], [-2.08894, 2.57424, 0.29244], [-0.67084, 2.78192, -1.32137]],
  "forces_ev_per_a": [[0.1, -0.9, 0.3], [0.0, -0.1, 0.2], [0.5, -0.1, -0.5], [-0.2, 0.0, 0.2], [-1.7, 4.2, -1.0], [-2.6, -7.8, -2.2], [0.3, 5.9, -7.6], [-3.4, -1.2, 2.2], [0.0, -0.7, 0.7], [0.0, 0.2, -0.1], [-0.3, 0.1, -0.1], [0.0, 0.0, 0.0], [0.1, -0.1, -0.1], [0.7, -2.5, 3.0], [2.2, 0.0, -0.5], [-0.1, 0.0, 0.0], [-0.2, 0.1, -0.3], [-0.1, -0.2, 0.0], [-0.1, 0.1, -0.4], [0.0, -0.1, -0.1], [0.0, 0.0, 0.1], [0.0, 0.0, 0.0], [0.0, 0.0, -0.1], [0.0, 0.0, 0.1], [-0.1, 0.0, -0.1], [0.2, 0.0, 0.1], [0.0, 0.0, 0.0], [0.0, 0.0, 0.0], [0.0, 0.0, 0.0], [0.0, 0.0, 0.0], [4.3, -1.9, 0.7], [2.7, 3.3, 7.0], [-2.1, 0.3, -1.7], [-0.2, 0.4, -0.1], [-0.3, 0.2, 0.3], [-0.2, 0.4, 0.3], [0.7, 0.0, -0.4], [-0.4, -0.8, 0.1], [-0.1, 0.0, 0.0], [-0.1, 0.0, 0.0], [0.0, -0.1, 0.0], [0.1, -0.1, -0.2], [0.0, 0.1, 0.1], [-0.1, 0.1, 0.0], [0.0, 0.0, 0.0], [0.1, 0.8, 0.2], [-0.1, 0.2, -0.1], [-0.1, 0.1, 0.1]],
  "e_above_lowest_kj_mol": 2600.8,
  "largest_force_ev_per_a": 9.61,
  "molar_mass_g_mol": 528.35,
  "lumo_energy_ev": 2.5,
  "homo_lumo_gap_ev": 5.8,
  "total_energy_ev": -116261.0501,
  "total_charge": -1
}

=====

{
  "formula": "C20H17ClN3O5Zn",
  "method": "ωB97M-V/def2-TZVPD",
  "symbols": ["Zn", "O", "C", "O", "C", "C", "C", "C", "C", "N", "C", "O", "O", "H", "H", "H", "H", "Cl", "C", "C", "C", "C", "C", "C", "C", "H", "H", "H", "H", "H", "H", "N", "C", "O", "C", "C", "C", "N", "C", "C", "H", "H", "H", "H", "H", "H", "H"],
  "xyz": [[-0.45631, 0.28046, -0.32096], [1.07552, -3.14133, 0.71071], [0.39286, -2.11503, 0.18380], [-0.09546, -1.19548, 0.82699], [0.19933, -2.08437, -1.24597], [0.54796, -2.98609, -2.22706], [0.13808, -2.68002, -3.53147], [-0.60458, -1.51504, -3.78152], [-0.89270, -0.69174, -2.70817], [-0.47164, -0.96902, -1.47131], [-1.70931, 0.54275, -2.68139], [-2.19050, 1.00871, -3.75953], [-1.81646, 0.96950, -1.48687], [1.04814, -2.91818, 1.66452], [1.09553, -3.88843, -1.99343], [0.37436, -3.35141, -4.35144], [-0.96514, -1.25800, -4.77142], [7.39531, -0.37705, -1.08609], [5.69058, -0.21322, -0.92415], [5.12860, -0.03664, 0.33861], [3.74214, 0.08358, 0.47072], [2.91882, 0.03430, -0.65863], [1.47545, 0.10409, -0.51215], [3.49272, -0.13991, -1.92181], [4.87880, -0.26429, -2.05546], [5.75896, 0.00136, 1.22255], [3.31354, 0.21348, 1.46171], [0.99345, -0.23401, 0.42931], [0.80341, -0.13978, -1.36246], [2.86910, -0.19150, -2.81119], [5.31480, -0.40648, -3.04015], [-5.10091, 3.10401, 4.01398], [-4.27757, 2.02522, 4.17045], [-4.29524, 1.39084, 5.21907], [-3.37088, 1.64396, 3.05246], [-3.31400, 2.33347, 1.84103], [-2.42848, 1.88176, 0.87613], [-1.61800, 0.81537, 1.03729], [-1.69133, 0.16518, 2.21716], [-2.54075, 0.53601, 3.24272], [-5.70148, 3.32982, 4.79728], [-5.16049, 3.68677, 3.19537], [-3.92545, 3.19780, 1.62398], [-2.34402, 2.38206, -0.08497], [-1.02820, -0.68921, 2.31996], [-2.55463, -0.02758, 4.17063], [-0.09395, 1.78330, -0.29885]],
  "forces_ev_per_a": [[-2.8, 6.9, 3.1], [0.1, 0.2, 1.6], [0.5, -2.7, -4.0], [-1.1, -3.2, 5.2], [0.4, -1.5, 3.1], [-0.1, -0.5, -2.1], [0.5, -0.5, 1.0], [-0.2, 0.3, -0.2], [0.2, -1.2, -0.1], [-3.5, -5.8, -8.1], [-1.5, 1.7, -1.9], [0.8, -0.8, 2.1], [-2.7, 1.3, -3.2], [0.3, -0.5, -0.4], [0.0, 0.0, 0.0], [0.0, 0.0, 0.1], [0.0, 0.0, 0.2], [0.7, -0.1, -0.1], [-0.9, 0.1, 0.1], [-0.6, 0.0, 0.1], [1.3, -0.1, 0.1], [-2.2, 0.6, 0.3], [4.2, -0.1, -0.5], [1.2, 0.0, -0.4], [-0.6, 0.0, 0.0], [0.0, 0.0, -0.2], [0.0, 0.0, -0.2], [3.5, 1.3, -0.4], [4.2, 1.0, -0.1], [0.0, 0.0, 0.2], [0.0, 0.0, 0.2], [-0.2, 0.2, 0.1], [-0.4, -0.1, 0.9], [0.0, 0.3, -0.4], [0.1, -0.2, -0.1], [0.4, -0.6, 0.2], [0.2, 0.1, -0.1], [-3.5, 0.9, 4.0], [-0.1, 0.3, 0.0], [-0.3, 0.5, -0.1], [0.2, -0.1, -0.3], [0.2, -0.3, 0.1], [0.0, 0.0, 0.0], [0.1, -0.2, 0.2], [-0.4, 0.4, 0.1], [-0.1, 0.2, -0.1], [1.5, 2.0, 0.0]],
  "largest_force_ev_per_a": 10.52,
  "molar_mass_g_mol": 480.21,
  "lumo_energy_ev": [2.1, 2.1],
  "homo_lumo_gap_ev": [4.8, 5.0],
  "total_energy_ev": -96658.1765,
  "total_charge": -1
}

=====

{
  "formula": "C20H17IIrN3OS3",
  "method": "ωB97M-V/def2-TZVPD",
  "symbols": ["Ir", "N", "C", "C", "C", "C", "C", "C", "C", "C", "C", "C", "C", "C", "H", "H", "H", "H", "H", "H", "H", "H", "H", "H", "S", "C", "N", "C", "O", "C", "S", "S", "H", "H", "H", "I", "C", "C", "C", "C", "C", "N", "H", "H", "H", "H"],
  "xyz": [[-0.59589, -0.16437, -0.17619], [1.71347, -0.32012, -0.09208], [2.53926, 0.69920, -0.70188], [3.77254, 0.34047, -1.22187], [4.62036, 1.30562, -1.74191], [4.23572, 2.63711, -1.72214], [2.99294, 2.98706, -1.22166], [2.11328, 2.02712, -0.72317], [0.74114, 2.46031, -0.36524], [0.52990, 3.63009, 0.36288], [-0.74003, 4.17270, 0.47318], [-1.83154, 3.58132, -0.16685], [-1.65657, 2.40252, -0.86325], [-0.39091, 1.77898, -0.86578], [2.00642, -1.23473, -0.42527], [1.85089, -0.31905, 0.91924], [4.08009, -0.69775, -1.19944], [5.57795, 1.01639, -2.15056], [4.89138, 3.40105, -2.11407], [2.67234, 4.01899, -1.25952], [1.37295, 4.13248, 0.81854], [-0.87812, 5.08869, 1.03033], [-2.80587, 4.04729, -0.11835], [-2.49573, 1.92177, -1.35006], [-4.85711, -1.91868, -0.78854], [-3.50634, -1.23924, -0.32211], [-2.50659, -0.72977, 0.06699], [-3.36035, 0.22460, 3.23194], [-2.35932, -0.74905, 3.63479], [-1.13148, -0.59823, 3.27272], [0.12307, -1.55438, 3.79591], [-0.44218, 0.63771, 2.33416], [-3.37720, 1.01038, 3.98381], [-4.29403, -0.32919, 3.22018], [-3.12876, 0.61096, 2.24339], [-0.58771, -1.34484, -3.04416], [-0.49468, -2.93264, -1.69328], [-0.72765, -4.23428, -2.09976], [-0.68100, -5.22187, -1.12910], [-0.40526, -4.87318, 0.18499], [-0.18620, -3.54397, 0.48715], [-0.22543, -2.58229, -0.44289], [-0.94793, -4.46089, -3.13099], [-0.86958, -6.25177, -1.39731], [-0.36973, -5.61464, 0.96845], [0.01948, -3.21787, 1.49877]],
  "forces_ev_per_a": [[0.1, 0.4, 0.2], [-0.1, -0.1, 0.2], [0.0, 0.0, 0.0], [0.0, 0.1, 0.0], [0.0, 0.0, 0.0], [0.0, 0.0, 0.0], [0.0, 0.0, 0.0], [-0.1, -0.1, 0.0], [0.1, 0.0, 0.0], [0.0, 0.0, 0.0], [-0.1, 0.0, 0.0], [0.0, 0.0, 0.0], [0.0, 0.0, 0.2], [-0.1, -0.1, 0.0], [-0.1, 0.0, 0.0], [0.1, 0.0, -0.1], [0.0, 0.0, 0.0], [0.0, 0.0, 0.0], [0.0, 0.0, 0.0], [0.0, 0.0, 0.0], [0.0, 0.0, 0.0], [0.0, 0.0, 0.0], [0.0, 0.0, 0.0], [0.0, 0.0, 0.0], [0.0, 0.0, 0.0], [-0.2, -0.2, 0.0], [0.2, 0.0, 0.0], [0.0, -0.1, 0.0], [0.1, -0.1, -0.2], [0.0, 0.1, 0.3], [0.0, -0.1, -0.1], [0.0, 0.1, -0.1], [0.0, 0.0, 0.0], [0.0, 0.1, 0.0], [0.0, 0.0, 0.0], [0.0, 0.0, -0.1], [0.0, -0.1, 0.0], [0.0, 0.0, 0.1], [0.0, 0.0, 0.0], [0.0, 0.0, 0.0], [0.0, 0.0, 0.0], [0.0, -0.1, -0.1], [0.0, 0.0, 0.0], [0.0, 0.0, 0.0], [0.0, 0.0, 0.0], [0.0, 0.0, 0.0]],
  "e_above_lowest_kj_mol": 0.0,
  "largest_force_ev_per_a": 0.46,
  "molar_mass_g_mol": 730.70,
  "lumo_energy_ev": [-2.9, -5.4],
  "spin_multiplicity": 6,
  "homo_lumo_gap_ev": [6.9, 5.6],
  "total_energy_ev": -70968.6275,
  "total_charge": 1,
  "s_squared": 8.791
}